Formula: C44H64N3O5SZr
Source: the OMol25 dataset
Level of theory: ωB97M-V with the def2-TZVPD basis set

```
118
C44H64N3O5SZr, DFT ωB97M-V with the def2-TZVPD basis set
Zr 0.84 0.66 -1.09
C 2.26 3.08 -3.34
N 0.96 2.62 -2.86
C 0.17 2.24 -4.04
C 0.32 3.76 -2.19
C -0.80 3.33 -1.26
N -0.34 2.39 -0.23
C -1.54 1.86 0.44
C -2.27 0.70 -0.23
C -3.44 0.30 0.40
C -4.23 -0.72 -0.10
C -3.76 -1.39 -1.22
C -2.58 -1.06 -1.88
C -1.84 0.04 -1.40
O -0.78 0.51 -2.06
C -2.28 -1.79 -3.20
C -0.83 -1.68 -3.69
C -2.54 -3.30 -3.08
C -3.20 -1.16 -4.25
C -5.62 -1.04 0.43
C -5.96 -0.23 1.69
C -6.61 -0.66 -0.68
C -5.77 -2.53 0.77
C 0.50 3.10 0.77
C 1.36 2.18 1.61
C 1.27 2.22 3.00
C 2.16 1.53 3.79
C 3.11 0.75 3.15
C 3.23 0.65 1.78
C 2.35 1.41 0.97
O 2.44 1.48 -0.37
C 4.26 -0.30 1.16
C 5.19 0.48 0.22
C 3.49 -1.37 0.37
C 5.14 -1.03 2.18
C 2.16 1.58 5.31
C 3.54 2.05 5.80
C 1.87 0.18 5.88
C 1.11 2.55 5.86
H 2.17 4.04 -3.88
H 2.95 3.21 -2.50
H 2.67 2.35 -4.04
H 0.15 3.05 -4.78
H 0.61 1.35 -4.49
H -0.85 2.00 -3.75
H 1.09 4.29 -1.62
H -0.08 4.48 -2.93
H -1.24 4.23 -0.79
H -1.59 2.83 -1.84
H -1.25 1.54 1.45
H -2.26 2.68 0.57
H -3.73 0.84 1.29
H -4.37 -2.18 -1.63
H -0.13 -1.97 -2.91
H -0.70 -2.35 -4.54
H -0.58 -0.67 -4.02
H -1.78 -3.75 -2.45
H -3.51 -3.54 -2.66
H -2.49 -3.75 -4.07
H -3.03 -0.08 -4.30
H -3.01 -1.58 -5.24
H -4.25 -1.32 -4.00
H -6.01 0.83 1.46
H -6.93 -0.53 2.06
H -5.23 -0.39 2.48
H -6.43 0.37 -0.99
H -6.50 -1.30 -1.54
H -7.63 -0.74 -0.31
H -5.07 -2.83 1.54
H -6.78 -2.72 1.12
H -5.60 -3.16 -0.10
H 1.18 3.77 0.24
H -0.14 3.70 1.43
H 0.49 2.82 3.44
H 3.80 0.19 3.76
H 4.60 1.06 -0.49
H 5.79 1.17 0.80
H 5.85 -0.20 -0.31
H 2.86 -0.89 -0.39
H 4.17 -2.06 -0.11
H 2.85 -1.93 1.05
H 5.73 -0.33 2.77
H 4.56 -1.67 2.83
H 5.84 -1.67 1.63
H 4.32 1.35 5.51
H 3.78 3.03 5.37
H 3.54 2.13 6.88
H 2.62 -0.54 5.55
H 1.88 0.22 6.96
H 0.89 -0.16 5.54
H 1.29 3.56 5.50
H 0.11 2.24 5.60
H 1.18 2.57 6.95
C 3.12 -1.40 -4.54
S 3.34 -0.63 -2.90
C 4.62 0.58 -3.43
O 2.09 0.20 -2.76
H 4.07 -1.76 -4.91
H 2.68 -0.67 -5.23
H 2.43 -2.23 -4.42
H 5.59 0.09 -3.41
H 4.63 1.40 -2.71
H 4.43 0.97 -4.42
O -0.96 -0.04 2.67
C -0.69 -0.82 1.78
N 0.12 -0.53 0.69
C 0.24 -1.63 -0.07
O 0.92 -1.59 -1.12
C -0.53 -2.75 0.51
C -0.72 -4.07 0.13
C -1.61 -4.83 0.89
C -2.26 -4.29 1.99
C -2.03 -2.98 2.40
C -1.16 -2.22 1.64
H -0.21 -4.49 -0.72
H -1.81 -5.85 0.61
H -2.96 -4.90 2.54
H -2.51 -2.57 3.27
```

E_tot: -2700.7567 Eh
charge: +1
orbital gap: 7.37 eV
relative energy (zero: lowest compared OMol25 entry of this formula, charge and spin): 111.4 kJ/mol

Mulliken population analysis, charges in e, atoms 1 to 5: -1.6923, -1.0695, 1.3676, -1.2307, -1.3428

Formula: C50H46Cl2IrN7O3S
Source: the OMol25 dataset
Level of theory: ωB97M-V with the def2-TZVPD basis set

```
110
C50H46Cl2IrN7O3S, DFT ωB97M-V with the def2-TZVPD basis set
Ir 1.53 -0.46 0.06
C -3.48 -4.30 -2.70
C -2.76 -3.10 -2.16
C -2.50 -1.98 -2.94
C -1.85 -0.87 -2.42
C -1.44 -0.82 -1.09
N -0.76 0.27 -0.54
C -1.15 1.51 -0.90
C -2.44 1.75 -1.48
C -2.79 2.95 -2.02
C -1.89 4.02 -2.02
C -2.24 5.33 -2.65
C -0.68 3.85 -1.36
C -0.34 2.67 -0.71
N 0.77 2.76 0.16
C 1.10 3.91 0.82
C 2.23 3.67 1.55
C 2.53 2.32 1.31
N 1.65 1.78 0.48
C -1.62 -1.99 -0.33
C -2.28 -3.09 -0.85
N -1.09 -2.08 0.98
C -1.65 -2.71 2.04
C -0.64 -3.07 2.90
C 0.53 -2.64 2.27
N 0.27 -2.05 1.11
H -3.70 -4.18 -3.76
H -4.42 -4.45 -2.18
H -2.88 -5.20 -2.58
H -2.80 -1.97 -3.98
H -1.63 -0.03 -3.07
H -3.15 0.94 -1.47
H -3.78 3.07 -2.45
H -3.04 5.23 -3.37
H -1.37 5.77 -3.15
H -2.56 6.04 -1.88
H 0.01 4.68 -1.33
H 0.49 4.79 0.75
H 2.76 4.35 2.20
H 3.31 1.71 1.72
H -2.40 -3.96 -0.22
H -2.72 -2.83 2.10
H -0.74 -3.53 3.86
H 1.55 -2.67 2.64
N 3.90 -0.98 0.25
C 4.68 0.17 -0.01
C 5.66 0.53 0.92
C 6.43 1.66 0.73
C 6.25 2.43 -0.41
C 5.27 2.07 -1.33
C 4.44 0.96 -1.15
C 3.34 0.66 -2.11
C 3.23 1.37 -3.31
C 2.26 1.07 -4.25
C 1.37 0.03 -4.04
C 1.42 -0.66 -2.84
C 2.35 -0.31 -1.85
H 4.04 -1.32 1.19
H 4.04 -1.72 -0.45
H 5.80 -0.09 1.79
H 7.18 1.93 1.46
H 6.86 3.30 -0.59
H 5.16 2.70 -2.20
H 3.93 2.16 -3.55
H 2.23 1.63 -5.18
H 0.65 -0.24 -4.80
H 0.73 -1.47 -2.66
Cl -4.23 0.04 1.02
C -4.31 1.77 1.13
C -5.41 2.40 0.58
C -5.46 3.79 0.53
C -4.40 4.53 1.03
C -3.32 3.87 1.61
Cl -2.01 4.83 2.24
C -3.25 2.48 1.70
N -2.14 1.86 2.26
C -2.21 0.98 3.39
C -3.40 0.76 4.07
C -3.43 -0.08 5.17
C -2.25 -0.67 5.62
C -1.06 -0.43 4.96
C -1.02 0.38 3.82
C 0.24 0.69 3.05
C 1.49 -0.17 3.24
O 1.81 -0.58 4.34
O 2.21 -0.38 2.18
H -6.21 1.80 0.17
H -6.31 4.29 0.10
H -4.41 5.61 1.00
H -1.36 2.50 2.35
H -4.31 1.25 3.75
H -4.36 -0.25 5.69
H -2.26 -1.30 6.49
H -0.13 -0.86 5.31
H 0.58 1.71 3.30
H -0.02 0.72 1.99
O 3.70 -3.28 -1.58
S 2.40 -3.65 -0.94
C 1.29 -4.26 -2.27
C 1.10 -5.76 -2.10
C 2.36 -6.28 -1.42
C 2.61 -5.32 -0.26
H 1.84 -4.00 -3.17
H 0.36 -3.69 -2.24
H 0.91 -6.24 -3.05
H 0.24 -5.96 -1.45
H 3.21 -6.25 -2.11
H 2.25 -7.31 -1.07
H 3.61 -5.35 0.17
H 1.87 -5.45 0.53
```

E_tot: -3964.5371 Eh
charge: +1
orbital gap (alpha / beta): 7.36 / 5.22 eV
spin multiplicity: 6
relative energy (zero: lowest compared OMol25 entry of this formula, charge and spin): 0.0 kJ/mol

Mulliken population analysis, charges in e, atoms 1 to 5: 4.0712, -1.6322, 0.5087, -1.4260, -0.1773

Formula: C5H6N
Source: the OMol25 dataset
Level of theory: ωB97M-V with the def2-TZVPD basis set

```
12
C5H6N, DFT ωB97M-V with the def2-TZVPD basis set
C -1.03 0.78 -0.01
C -2.34 0.55 0.01
C -0.11 -1.03 0.00
C -1.56 -0.68 0.00
C 1.44 1.03 0.00
N 0.18 0.34 0.00
H 0.20 -1.57 0.90
H 0.21 -1.58 -0.89
H -2.31 -1.48 -0.03
H 1.82 1.16 -1.02
H 1.33 2.02 0.46
H 2.16 0.45 0.57
```

E_tot: -248.3656 Eh
charge: +1
orbital gap: 10.39 eV
relative energy (zero: lowest compared OMol25 entry of this formula, charge and spin): 656.7 kJ/mol

Mulliken population analysis, charges in e, atoms 1 to 5: 0.6424, -0.6038, -0.5015, 0.0016, -0.7580

Formula: C4H10N2O
Source: the OMol25 dataset
Level of theory: ωB97M-V with the def2-TZVPD basis set

```
17
C4H10N2O, DFT ωB97M-V with the def2-TZVPD basis set
C -2.89 0.03 -0.69
C -2.18 0.27 0.41
O -0.87 0.71 0.40
C -0.07 -0.45 0.27
C 1.47 0.01 0.48
N 1.74 1.27 -0.18
N 2.35 -1.04 0.04
H -3.93 -0.24 -0.62
H -2.44 -0.01 -1.66
H -2.63 0.27 1.39
H -0.26 -1.21 1.04
H -0.15 -0.89 -0.74
H 1.61 0.16 1.55
H 1.62 1.18 -1.18
H 1.07 1.97 0.14
H 3.30 -0.83 0.31
H 2.26 -1.20 -0.95
```

E_tot: -343.1100 Eh
SMILES string: C=COCC(N)N
orbital gap: 10.21 eV
relative energy (zero: lowest compared OMol25 entry of this formula, charge and spin): 240.0 kJ/mol

Mulliken population analysis, charges in e, atoms 1 to 5: -0.6970, -0.0897, -0.3005, -0.4601, -0.0913

Formula: C36H90O18
Source: the OMol25 dataset
Level of theory: ωB97M-V with the def2-TZVPD basis set

```
144
C36H90O18, DFT ωB97M-V with the def2-TZVPD basis set
C 5.78 -1.91 -4.07
O 4.88 -2.39 -3.09
C 5.51 -2.64 -1.85
C 4.50 -3.25 -0.88
O 3.31 -2.48 -0.81
C 3.37 -1.39 0.08
H 6.46 -2.71 -4.40
H 6.40 -1.08 -3.71
H 5.19 -1.56 -4.91
H 5.92 -1.70 -1.44
H 6.31 -3.38 -1.95
H 4.95 -3.33 0.12
H 4.22 -4.23 -1.28
H 3.24 -1.75 1.12
H 2.64 -0.65 -0.27
H 4.33 -0.88 0.06
C -1.65 -4.78 1.33
O -2.31 -5.04 2.57
C -1.55 -5.49 3.69
C -2.21 -5.13 5.01
O -3.43 -5.84 5.22
C -4.17 -5.44 6.36
H -2.45 -4.64 0.61
H -1.00 -5.61 1.04
H -1.01 -3.90 1.41
H -0.56 -5.01 3.70
H -1.41 -6.58 3.63
H -2.44 -4.06 5.08
H -1.52 -5.32 5.85
H -4.28 -4.34 6.38
H -3.68 -5.76 7.29
H -5.16 -5.89 6.28
C -4.17 -1.27 3.71
O -4.92 -1.26 2.50
C -4.11 -0.99 1.34
C -4.99 -0.78 0.09
O -5.72 0.44 0.22
C -6.77 0.55 -0.72
H -3.60 -0.34 3.85
H -3.41 -2.07 3.72
H -4.91 -1.40 4.51
H -3.44 -1.84 1.19
H -3.53 -0.08 1.51
H -5.71 -1.60 -0.02
H -4.34 -0.76 -0.79
H -6.42 0.23 -1.71
H -7.06 1.60 -0.81
H -7.65 -0.02 -0.39
C -0.28 2.07 -5.41
O -1.59 2.03 -4.87
C -2.49 3.01 -5.38
C -3.90 2.84 -4.78
O -4.69 1.77 -5.24
C -4.10 0.48 -5.06
H 0.07 3.12 -5.47
H -0.28 1.64 -6.41
H 0.35 1.52 -4.72
H -2.55 2.97 -6.48
H -2.12 4.01 -5.09
H -4.51 3.72 -5.05
H -3.76 2.76 -3.70
H -3.22 0.33 -5.69
H -4.89 -0.23 -5.29
H -3.75 0.34 -4.03
C -0.75 -0.70 0.29
O -1.62 -0.62 -0.83
C -1.31 0.33 -1.88
C -0.89 1.74 -1.47
O -1.61 2.29 -0.37
C -3.00 2.54 -0.56
H -1.12 -1.57 0.85
H -0.80 0.20 0.91
H 0.29 -0.79 -0.03
H -2.25 0.26 -2.46
H -0.51 -0.09 -2.51
H -1.02 2.36 -2.38
H 0.14 1.77 -1.10
H -3.16 3.33 -1.31
H -3.35 2.92 0.39
H -3.53 1.62 -0.80
C 2.98 0.75 -2.74
O 2.24 1.93 -3.02
C 3.11 2.98 -3.31
C 2.25 4.25 -3.35
O 3.11 5.38 -3.43
C 2.61 6.62 -2.94
H 2.31 -0.02 -2.35
H 3.75 0.96 -2.01
H 3.44 0.32 -3.64
H 3.61 2.86 -4.28
H 3.87 3.11 -2.53
H 1.66 4.28 -2.42
H 1.58 4.18 -4.21
H 3.51 7.24 -2.87
H 2.17 6.46 -1.95
H 1.87 7.03 -3.64
C 2.33 2.04 0.91
O 3.31 2.02 1.92
C 2.73 2.08 3.20
C 3.79 2.37 4.25
O 4.63 3.46 3.87
C 5.75 3.63 4.75
H 2.84 2.01 -0.06
H 1.75 2.97 0.91
H 1.67 1.16 0.95
H 2.21 1.13 3.43
H 1.95 2.86 3.23
H 4.41 1.47 4.40
H 3.26 2.59 5.18
H 6.20 4.57 4.43
H 6.45 2.80 4.64
H 5.44 3.69 5.79
C -0.04 -1.95 -4.88
O 0.60 -3.13 -4.38
C 1.03 -3.00 -3.02
C 1.59 -4.32 -2.44
O 0.69 -5.42 -2.62
C 1.15 -6.58 -1.96
H -0.22 -2.19 -5.94
H 0.64 -1.10 -4.78
H -0.95 -1.79 -4.30
H 0.17 -2.66 -2.41
H 1.84 -2.25 -2.94
H 1.78 -4.09 -1.38
H 2.56 -4.51 -2.93
H 1.31 -6.37 -0.89
H 2.09 -6.93 -2.39
H 0.36 -7.32 -2.12
C -2.53 2.92 3.36
O -1.94 3.02 4.66
C -1.00 1.99 4.93
C -0.10 2.25 6.12
O 0.68 3.42 5.94
C 1.45 3.76 7.09
H -1.81 3.23 2.59
H -3.40 3.57 3.37
H -2.88 1.88 3.21
H -0.38 1.87 4.03
H -1.55 1.05 5.10
H 0.62 1.41 6.20
H -0.69 2.38 7.04
H 2.07 4.60 6.83
H 2.07 2.91 7.40
H 0.77 4.00 7.92
```

E_tot: -2779.5378 Eh
SMILES string: COCCOC.COCCOC.COCCOC.COCCOC.COCCOC.COCCOC.COCCOC.COCCOC.COCCOC
orbital gap: 9.77 eV
relative energy (zero: lowest compared OMol25 entry of this formula, charge and spin): 58.5 kJ/mol

Mulliken population analysis, charges in e, atoms 1 to 5: -0.9749, -0.0710, -0.5509, -0.7779, 0.0170

Formula: C3H7O3
Source: the OMol25 dataset
Level of theory: ωB97M-V with the def2-TZVPD basis set

```
13
C3H7O3, DFT ωB97M-V with the def2-TZVPD basis set
C -0.68 -2.01 -1.09
O -1.89 -2.05 -1.92
H -2.18 -1.15 -1.85
H -0.82 -1.54 -0.12
H 0.07 -1.73 -1.83
H -0.49 -3.07 -0.88
C 1.23 1.20 1.33
C 0.23 2.24 0.73
O 0.63 3.38 0.57
O -0.93 1.74 0.65
H 1.29 0.21 0.87
H 1.35 1.10 2.41
H 2.19 1.67 1.12
```

E_tot: -344.1144 Eh
orbital gap (alpha / beta): 11.16 / 7.08 eV
spin multiplicity: 2
relative energy (zero: lowest compared OMol25 entry of this formula, charge and spin): 151.0 kJ/mol

Mulliken population analysis, charges in e, atoms 1 to 5: -0.5200, -0.5059, 0.2869, 0.2074, 0.2672